This record from OMol25 describes a molecular structure, C22H34MgN3O6PSi in a non-equilibrium geometry. The level of theory is ωB97M-V/def2-TZVPD.

Geometry as XYZ:
```
68
Properties=species:S:1:pos:R:3:lowdin_charge:R:1
C 5.372 -0.571 2.421 0.007
C 4.839 -1.739 1.774 -0.013
C 3.777 -2.728 2.474 -0.359
O 3.466 -2.453 3.645 0.138
O 3.239 -3.779 1.702 -0.036
C 1.868 -3.480 1.323 -0.141
C 1.931 -2.552 0.013 -0.179
C 2.625 -3.351 -1.197 -0.175
C 1.743 -3.440 -2.527 -0.193
C 0.173 -3.623 -2.281 -0.173
C -0.715 -2.371 -2.781 -0.155
C -1.523 -1.677 -1.570 -0.115
C -2.860 -2.415 -1.187 0.103
C -3.787 -1.932 -0.014 -0.164
N -4.961 -2.724 0.220 0.106
C -5.636 -2.162 1.327 0.000
C -5.244 -0.894 2.138 -0.226
N -6.073 -0.433 3.261 0.087
N -4.087 -0.136 1.829 0.138
C -3.331 -0.675 0.748 -0.101
C -1.993 0.080 0.366 -0.017
C -1.560 1.374 1.218 -0.108
C -1.493 2.719 0.295 -0.255
O -0.177 3.271 0.508 -0.295
Si 0.020 4.849 -0.193 0.484
C 1.833 4.904 -0.895 -0.185
C -1.163 5.249 -1.635 -0.190
C -0.035 6.112 1.257 -0.175
C -1.054 -0.416 -0.795 -0.128
P 0.533 0.497 -1.239 0.684
O 0.291 1.798 -2.037 -0.305
O 1.630 -0.415 -2.167 -0.210
O 1.365 0.798 0.247 -0.230
H 6.126 -0.598 3.288 0.145
H 5.094 0.506 2.059 -0.057
H 5.220 -1.989 0.713 0.141
H 1.207 -4.410 1.197 0.160
H 1.399 -2.863 2.163 0.135
H 2.652 -1.685 0.286 0.072
H 0.939 -2.054 -0.249 0.077
H 3.602 -2.805 -1.482 0.110
H 2.974 -4.376 -0.801 0.129
H 2.099 -4.386 -3.087 0.125
H 1.940 -2.581 -3.270 0.104
H -0.169 -4.560 -2.861 0.126
H -0.106 -3.847 -1.185 0.114
H -1.538 -2.821 -3.454 0.125
H -0.159 -1.628 -3.435 0.101
H -3.187 -3.339 -1.787 0.131
H -6.590 -2.710 1.665 0.132
H -6.727 0.304 2.938 0.113
H -6.636 -1.261 3.523 0.089
H -2.325 1.625 2.039 0.116
H -0.570 1.204 1.787 0.121
H -1.753 2.495 -0.792 0.115
H -2.275 3.482 0.674 0.136
H 2.269 3.839 -1.005 0.008
H 2.494 5.473 -0.138 0.031
H 1.880 5.472 -1.898 0.055
H -2.264 5.204 -1.348 0.047
H -0.931 4.586 -2.546 0.056
H -0.922 6.325 -1.975 0.062
H -0.776 6.941 1.008 0.048
H -0.362 5.536 2.204 0.050
H 1.027 6.486 1.465 0.038
H 1.398 -0.241 -3.116 0.094
H 1.180 -0.037 0.758 0.055
Mg 4.776 1.024 0.417 1.280
```

Values from the calculation:
Charge: +2
F_max, hartree/bohr: 0.123
Energy, eV: -62705.122

This record from OMol25 describes a single C22H34N2O2 molecule. The level of theory is ωB97M-V/def2-TZVPD.

Geometry as XYZ:
```
60
Properties=species:S:1:pos:R:3:lowdin_charge:R:1
C 8.788 -0.944 3.086 -0.063
C 7.898 -1.939 3.825 -0.246
O 6.544 -1.534 3.860 -0.048
C 5.768 -1.659 2.753 -0.265
C 6.136 -2.281 1.563 -0.009
C 5.236 -2.354 0.518 -0.006
C 3.953 -1.830 0.627 -0.144
C 3.052 -1.936 -0.556 -0.456
O 3.474 -1.986 -1.696 0.064
N 1.731 -2.008 -0.263 0.069
C 0.711 -2.011 -1.283 -0.152
C 0.064 -0.631 -1.473 -0.314
C -0.912 -0.652 -2.649 -0.142
C -1.572 0.724 -2.801 -0.185
N -2.271 1.166 -1.613 -0.175
C -3.548 0.519 -1.367 -0.173
C -4.535 1.487 -0.701 -0.322
C -5.861 0.790 -0.397 -0.177
C -6.835 1.756 0.271 -0.206
C -7.072 2.978 -0.612 -0.213
C -5.750 3.674 -0.923 -0.204
C -4.783 2.703 -1.592 -0.171
C -1.374 1.176 -0.475 -0.176
C -0.679 -0.170 -0.218 -0.144
C 3.593 -1.197 1.814 -0.029
C 4.486 -1.111 2.859 0.003
H 8.708 0.036 3.550 0.080
H 8.490 -0.855 2.044 0.068
H 9.822 -1.274 3.131 0.077
H 8.191 -1.988 4.878 0.123
H 7.992 -2.943 3.395 0.116
H 7.117 -2.711 1.436 0.106
H 5.519 -2.825 -0.411 0.121
H 1.434 -1.969 0.698 0.122
H -0.053 -2.752 -1.025 0.131
H 1.202 -2.310 -2.212 0.124
H 0.863 0.087 -1.692 0.152
H -1.681 -1.408 -2.473 0.118
H -0.386 -0.911 -3.569 0.119
H -2.274 0.719 -3.638 0.118
H -0.796 1.468 -3.017 0.123
H -3.455 -0.383 -0.743 0.119
H -3.965 0.210 -2.329 0.128
H -4.104 1.835 0.243 0.137
H -5.690 -0.072 0.253 0.113
H -6.297 0.423 -1.329 0.121
H -7.783 1.250 0.469 0.106
H -6.422 2.079 1.230 0.113
H -7.752 3.671 -0.112 0.106
H -7.542 2.662 -1.546 0.112
H -5.926 4.532 -1.575 0.107
H -5.309 4.045 0.005 0.113
H -5.204 2.370 -2.543 0.122
H -3.830 3.191 -1.800 0.111
H -1.935 1.480 0.411 0.114
H -0.611 1.937 -0.669 0.125
H -1.422 -0.921 0.061 0.112
H 0.012 -0.051 0.619 0.105
H 2.622 -0.733 1.923 0.106
H 4.219 -0.618 3.780 0.118
```

Values from the calculation:
SMILES: CCOc1ccc(C(=O)NCC2CCN(CC3CCCCC3)CC2)cc1
F_max, hartree/bohr: 0.011
Energy, eV: -30442.083

This record from OMol25 describes a single C22H34N2O3 molecule. The level of theory is ωB97M-V/def2-TZVPD.

Geometry as XYZ:
```
61
Properties=species:S:1:pos:R:3:lowdin_charge:R:1
C -3.183 -4.531 0.363 -0.068
C -1.743 -4.195 0.744 -0.266
O -1.620 -3.016 1.514 -0.147
C -1.785 -1.815 0.795 -0.158
C -0.658 -1.533 -0.172 -0.129
C 0.630 -1.946 0.121 -0.004
C 1.697 -1.691 -0.734 -0.203
C 3.110 -2.038 -0.318 -0.137
N 3.841 -1.040 0.443 -0.168
C 4.383 0.096 -0.267 -0.177
C 3.393 1.250 -0.471 -0.140
C 2.783 1.694 0.861 -0.317
C 1.688 2.758 0.672 -0.139
C 0.677 2.410 -0.431 -0.106
C -0.657 3.091 -0.187 -0.501
O -0.914 4.221 -0.548 0.061
N -1.537 2.315 0.488 0.115
C -2.866 2.728 0.799 -0.278
C -3.999 1.766 0.596 -0.097
C -3.559 2.136 1.986 -0.096
C 2.237 0.483 1.623 -0.137
C 3.283 -0.637 1.713 -0.173
C 1.424 -1.067 -1.942 -0.045
C 0.144 -0.637 -2.256 -0.013
C -0.903 -0.836 -1.365 -0.238
O -2.183 -0.393 -1.555 -0.108
C -2.459 0.396 -2.689 -0.071
H -3.215 -5.515 -0.097 0.074
H -3.810 -4.535 1.251 0.079
H -3.582 -3.809 -0.345 0.065
H -1.339 -4.983 1.384 0.122
H -1.122 -4.125 -0.161 0.118
H -1.818 -1.037 1.567 0.132
H -2.739 -1.799 0.255 0.117
H 0.792 -2.471 1.051 0.133
H 3.708 -2.258 -1.207 0.122
H 3.081 -2.940 0.303 0.124
H 4.765 -0.243 -1.233 0.118
H 5.235 0.459 0.322 0.121
H 3.909 2.091 -0.939 0.123
H 2.606 0.918 -1.144 0.080
H 3.580 2.139 1.469 0.143
H 2.145 3.720 0.435 0.121
H 1.160 2.875 1.622 0.118
H 1.057 2.748 -1.396 0.129
H 0.520 1.332 -0.472 0.084
H -1.291 1.366 0.722 0.131
H -3.004 3.774 0.561 0.146
H -4.940 2.150 0.234 0.097
H -3.758 0.778 0.236 0.081
H -4.197 2.772 2.579 0.096
H -3.032 1.391 2.563 0.095
H 1.954 0.784 2.635 0.120
H 1.346 0.105 1.125 0.087
H 2.851 -1.514 2.201 0.117
H 4.119 -0.285 2.330 0.122
H 2.220 -0.903 -2.654 0.120
H -0.023 -0.137 -3.197 0.109
H -3.511 0.665 -2.608 0.096
H -1.855 1.308 -2.696 0.098
H -2.298 -0.161 -3.617 0.097
```

Values from the calculation:
SMILES: CCOCc1cc(CN2CCC(CCC(=O)NC3CC3)CC2)ccc1OC
F_max, hartree/bohr: 0.012
Energy, eV: -32487.686

What is the F_max in the second record? 0.011 hartree/bohr